C3H6N2O2 | ωB97M-V/def2-TZVPD

Structure (XYZ):
```
13
Properties=species:S:1:pos:R:3:nbo_charge:R:1
C -0.229 0.257 -1.855 -0.44
C 0.032 0.087 0.468 0.32
C 0.901 -0.267 1.636 0.74
H -1.238 -0.364 -1.786 0.17
H 0.322 -0.148 -2.790 0.22
H -0.377 1.413 -1.981 0.21
H -2.043 0.156 0.168 0.40
H -1.485 -0.142 1.807 0.44
H 2.192 -0.260 0.222 0.53
N 0.572 0.125 -0.703 -0.53
N -1.249 0.180 0.833 -0.80
O 2.151 -0.462 1.217 -0.66
O 0.451 -0.574 2.764 -0.59
```

Results
E_HOMO   -9.71 eV
Charge   0
Largest force on an atom   3.86 eV Å⁻¹
Total energy   -10283.2422 eV
E_LUMO   0.48 eV
Energy above the lowest of the compared OMol25 structures with the same formula, charge and spin   1.5553 eV
Multiplicity   1
Gap between HOMO and LUMO   0.3742 Ha